A 2-piece molecular cluster, C5H10N3O overall in a non-equilibrium geometry. Source: OMol25; level of theory: wB97M-V/def2-TZVPD.

Total charge = +1
Kohn-Sham gap = 10.3 eV

Positions of all 19 atoms, in Å:
1 H -0.3527 2.4166 -0.0888
2 H -2.4641 1.5172 1.0510
3 N -0.0186 -1.0496 -0.8008
4 C -1.9472 0.8500 0.2280
5 N 1.9206 0.7344 0.3528
6 C 0.0286 0.1416 -0.1121
7 H 0.5614 -1.4144 -1.5996
8 H -0.9868 -0.4112 2.0077
9 O 3.9425 -0.0488 -0.0090
10 N 2.7423 -0.1199 0.0642
11 C -0.9601 -0.2655 0.8875
12 H -0.4086 -2.3868 0.7579
13 H -1.8570 -2.0908 -0.4081
14 H 2.3594 -1.0739 -0.3539
15 H 2.3623 1.6994 0.4085
16 C -0.6551 1.4321 -0.4104
17 C -0.9754 -1.6890 0.1052
18 H -2.5315 0.3487 -0.5488
19 H -0.7597 1.4099 -1.5313